Density functional theory data (ωB97M-V/def2-TZVPD) for a structure of composition C3HCuO2.

XYZ file:
```
7
Properties=species:S:1:pos:R:3:forces:R:3
C 1.81682 2.01073 -0.81306 0.905 1.526 -0.495
C 1.30933 0.95998 -0.46011 -2.738 -4.169 1.624
O 0.70374 -0.07318 -0.07474 5.233 5.934 -2.446
C -2.35077 -2.12028 0.89052 0.621 0.225 -0.071
O -3.36628 -2.50832 1.15111 0.555 0.196 -0.166
H 2.30474 2.92538 -1.08944 -0.061 -0.198 0.008
Cu -0.41758 -1.19432 0.39571 -4.515 -3.514 1.546
```
Forces are in eV/Å.

Results
LUMO (alpha / beta)	-0.1528 / -0.2888	Ha
HOMO level (alpha / beta)	-15.15 / -14.80	eV
spin multiplicity	2
calculated total energy	-51850.5787	eV
max |F|	8.28	eV/A
total charge	+1

Charges obtained by Löwdin population analysis, quoted in units of e: C 0.30; C -0.17; O -0.07; C 0.07; O 0.19; H 0.09; Cu 0.59